No. 1
Density functional theory data (wB97M-V/def2-TZVPD) for a cluster of 2 separate species, H4O2 in total.

Geometry as XYZ:
```
6
Properties=species:S:1:pos:R:3:forces:R:3:lowdin_charge:R:1
H 2.187876 -2.430630 6.182020 0.4 1.1 -0.2 0.05
O 2.290790 -1.530039 5.806884 -1.0 -1.0 -0.3 -0.07
O -2.824126 1.419161 -5.993425 1.6 -0.2 1.2 -0.07
H -2.743020 2.102580 -6.641516 -0.4 0.7 -0.9 0.01
H 3.026996 -1.083033 6.205404 0.5 -0.1 0.5 0.02
H -1.938518 1.521959 -5.559367 -1.2 -0.5 -0.2 0.06
```
Positions in Å, forces in eV/Å.

The spin multiplicity is 1. Its SMILES is O.O.



No. 2
Density functional theory data (wB97M-V/def2-TZVPD) for a structure of composition C24H27OSc.

Geometry as XYZ:
```
53
Properties=species:S:1:pos:R:3:forces:R:3:lowdin_charge:R:1
H 0.064604 -4.937116 2.886173 0.0 -0.1 -0.2 0.09
H -2.468074 -5.933126 1.457583 0.0 0.1 0.0 0.09
H -2.222798 -2.558287 -0.545994 0.0 0.4 -0.6 0.09
C 0.376533 -2.369839 1.477623 -0.2 -1.7 0.7 -0.35
Sc -0.222935 -0.937026 0.029283 1.8 3.9 1.3 0.81
H 1.244712 -5.271465 1.599043 -0.2 0.0 0.1 0.09
C -0.327420 -1.364629 2.259425 0.1 -1.3 0.5 -0.13
C -2.326524 -0.337085 -0.879102 0.3 -0.8 -0.9 -0.14
C 1.498904 0.176429 1.904173 0.4 0.7 0.3 -0.15
H -0.735369 -6.444109 -0.493895 0.0 0.2 -0.1 0.08
H 0.205470 3.889006 -2.384268 -0.2 0.6 0.4 0.11
H 3.087681 -0.425048 0.596861 -0.2 -0.1 0.0 0.11
C 1.316523 3.516898 0.080801 -0.2 -4.2 -0.7 -0.20
H 2.012490 1.089047 2.199954 -0.3 0.0 -0.3 0.11
H 1.707991 3.376472 1.100898 0.2 1.0 -0.6 0.14
C -0.525015 -5.365390 -0.516482 0.0 -0.4 0.0 -0.05
C -0.736820 -4.747427 0.871957 0.1 0.2 -0.1 -0.63
H 0.516408 -5.221395 -0.831220 -0.2 -0.1 0.0 0.08
C -0.686134 -1.619582 -1.944958 -1.5 0.3 -1.3 -0.20
C -1.852972 -1.678977 -1.072774 -1.6 -0.2 -1.8 -0.22
H -0.617056 6.051781 -3.297317 0.3 0.0 0.4 0.11
C 2.142981 -0.714094 1.054203 0.5 0.2 -0.3 -0.14
C -0.141378 6.014600 -2.311152 0.0 1.1 0.0 -0.09
C 0.787432 4.736000 -0.458729 0.3 2.8 -1.0 -0.17
H 0.719289 8.075616 0.285578 0.1 -0.3 -0.2 0.11
H 0.216520 0.148585 -3.021377 -0.1 -0.1 0.3 0.10
H 1.750145 2.577253 -1.952543 -0.4 -0.2 -0.1 0.10
O 0.477128 2.298165 -0.111187 2.1 0.6 -1.8 -0.11
C 1.745236 2.379231 -0.892959 -0.2 1.8 3.8 -0.06
H -3.163837 -0.041736 -0.252802 0.2 -0.1 -0.2 0.11
C -0.520157 -0.233902 -2.318030 -0.3 -0.8 0.4 -0.14
C 0.272219 4.811985 -1.785961 0.2 -1.0 1.1 -0.03
C 0.607557 7.151712 -0.286219 -0.5 1.2 -1.5 -0.10
H -0.323866 8.158283 -1.963176 0.2 -0.3 0.0 0.10
H -1.176795 -4.899962 -1.265894 0.1 0.0 0.2 0.08
C 0.269764 -0.123724 2.465096 -0.3 0.7 0.6 -0.13
H -1.348000 -1.581467 2.591098 0.5 0.0 0.0 0.13
C 1.013019 5.960493 0.234446 0.2 -2.0 0.7 -0.05
C 0.197382 -5.398312 1.899496 -0.1 -0.3 0.1 -0.05
H 1.527424 5.939405 1.219516 -0.5 -0.1 -0.7 0.12
H -2.347598 -4.353932 2.269592 0.0 -0.1 -0.2 0.09
H 2.651660 1.914662 -0.441713 -1.1 -0.5 -0.7 0.11
H -1.743165 1.576858 -1.840495 0.4 -0.1 0.3 0.11
H -2.880356 -4.441758 0.575898 0.1 -0.1 0.1 0.08
C 1.594291 -1.968599 0.803868 0.5 -1.2 0.4 -0.15
C -1.513135 0.530258 -1.663077 -0.3 -0.5 -0.1 -0.14
H -0.210875 0.614008 3.113079 0.1 -0.2 -0.3 0.12
H 1.987050 -2.613057 0.001384 -0.1 0.2 0.7 0.13
C 0.050304 7.205006 -1.585006 -0.4 -0.4 0.8 -0.07
H -0.019068 -6.469315 1.982220 0.1 0.0 0.0 0.08
C -0.406369 -3.315927 0.802589 0.8 1.6 0.3 -0.01
H -0.020858 -2.436150 -2.217647 -0.4 0.1 0.0 0.11
C -2.198714 -4.877375 1.316588 -0.2 -0.3 0.1 -0.05
```
Positions in Å, forces in eV/Å.

The spin multiplicity is 1.



No. 3
Density functional theory data (wB97M-V/def2-TZVPD) for a structure of composition C16H41N7O11Zn2.

Geometry as XYZ:
```
77
Properties=species:S:1:pos:R:3:forces:R:3:lowdin_charge:R:1
C -5.159232 0.050556 5.480971 0.1 -1.4 -1.4 -0.07
H 4.647465 -0.231614 -0.823925 0.6 0.4 0.0 0.06
H -5.356924 -1.086869 0.269478 0.6 0.3 -0.1 0.08
H 5.509246 -0.190470 3.444591 0.3 0.2 -0.3 0.09
C 5.655029 -1.150331 2.949555 -0.8 -1.5 0.0 -0.08
N -2.829603 -0.608078 1.212325 -0.1 -0.4 1.8 0.07
C -3.949274 -0.254608 3.449521 0.1 -1.4 0.4 -0.22
H 4.283383 -2.226093 -1.990448 -0.2 -0.5 0.0 0.13
H -0.699225 3.891050 -0.543454 -0.2 0.1 0.3 0.05
O -3.919016 1.802024 -0.300598 -0.5 0.5 1.4 -0.01
H -3.045489 0.299501 3.733606 -0.1 0.4 -0.1 0.13
C -4.588670 2.727874 -0.774176 1.1 -0.5 -1.9 -0.60
H -5.251222 3.499867 0.914165 -0.2 0.3 0.0 0.12
Zn 0.361111 0.512367 -2.230528 0.6 -0.4 1.0 0.87
C -4.091569 -0.295476 1.927997 -0.7 1.1 -1.3 -0.40
O 4.438596 -1.901497 2.944518 -0.3 0.9 0.2 -0.22
H 4.261874 -4.290533 -3.928974 0.9 0.1 0.1 0.09
H 1.255938 -3.025662 0.389417 -0.1 0.1 -0.5 0.07
H 4.106027 -1.400550 1.025317 -0.5 -0.1 -0.4 0.10
H 4.814910 1.168079 -2.065236 0.6 -0.2 0.5 0.08
H -3.777464 -1.267351 3.848057 0.1 -0.3 -0.2 0.13
N -0.713192 4.847360 -0.885287 -0.2 -0.2 0.3 0.17
C 4.135132 -1.692611 -2.936457 1.1 0.8 0.2 -0.22
H -6.119073 -0.574755 1.729869 -0.4 -0.7 0.2 0.08
Zn -2.244093 0.628135 -0.442293 0.1 0.2 0.1 0.71
H -5.148936 3.573991 -2.543852 0.0 0.0 0.2 0.11
H 0.820195 3.408829 -2.063326 0.8 -0.1 -0.2 0.04
C 0.165962 1.587025 0.161346 -5.8 -0.9 -8.7 -0.67
H 1.409376 4.684461 -3.222817 0.2 -0.5 0.0 0.09
C 3.526716 -1.418895 1.951426 0.8 -0.6 1.1 -0.20
H -2.838047 -1.624630 1.166508 0.5 0.0 -0.6 0.11
H 3.154437 -0.406962 2.144820 0.2 0.1 0.2 0.13
H 1.687313 -2.382059 2.752645 0.1 0.9 0.1 0.14
N 1.717975 -2.136205 0.556315 -0.9 -0.2 1.7 0.04
N 2.109435 -0.792256 -2.100815 -0.3 0.9 -0.2 0.05
N -4.641542 2.813790 -2.115832 -0.8 1.2 -1.4 0.19
H 2.911783 -4.333839 0.840746 1.0 1.0 -0.4 0.07
H -2.138479 -0.394605 1.932202 0.7 0.0 -0.5 0.09
H 5.977903 -1.135790 1.905327 0.4 0.7 0.1 0.08
O -0.775235 -0.901524 -3.137859 -1.4 -3.9 -3.7 -0.10
H -4.291883 0.498497 5.965721 -0.1 0.0 0.2 0.09
H 3.546951 -3.752956 -5.382704 -0.1 0.0 0.0 0.09
C 2.373436 -2.383567 1.905319 0.0 -1.4 -2.7 -0.37
C 4.186973 -3.407874 -4.564971 -2.0 -0.5 -0.8 -0.09
H 1.842157 -1.612203 -2.639418 -0.2 0.0 0.0 0.09
C -1.927761 -0.400055 -2.858799 5.2 2.0 9.0 -0.62
H -4.280469 0.734337 1.618306 -0.3 0.0 0.3 0.11
O -2.689946 -0.718533 -1.862234 -3.7 -5.2 -2.6 -0.11
O -0.991475 2.162922 0.253776 0.1 4.2 3.8 -0.12
H 5.146687 -1.416385 -3.256751 0.1 -0.4 -0.5 0.13
H -5.164497 -1.043979 5.540286 0.3 0.0 1.0 0.09
N -5.266356 3.659208 -0.080340 0.2 -0.8 1.2 0.20
H 6.342984 -1.790355 3.501583 0.2 0.4 0.1 0.09
H 3.646664 -4.054410 2.466548 -0.2 -0.4 0.0 0.07
H 2.252299 -1.110312 -1.139798 -0.6 -0.1 0.2 0.05
O -0.097280 6.377394 -2.433556 0.0 -0.1 0.3 -0.02
H 3.306928 0.206737 -3.488748 0.1 0.0 -0.1 0.14
N 0.757531 4.278098 -2.578287 -1.1 0.5 0.6 0.15
H 0.924814 -1.507656 0.694515 0.2 0.4 -0.3 0.05
O 3.392129 -2.427347 -3.903837 1.2 0.8 0.4 -0.18
O 0.899829 1.940713 -0.860969 3.8 3.1 1.1 -0.16
H 1.922529 -4.492949 2.054628 0.0 0.2 1.1 0.08
O -5.107870 0.226328 4.065079 -0.5 1.4 -0.5 -0.19
H -3.898586 2.505431 -2.725271 0.3 -0.6 0.6 0.11
H 3.461262 1.058937 -0.946457 -0.1 0.0 -0.1 0.07
H 5.059843 -3.035282 -5.099701 0.4 0.1 0.8 0.09
C 2.791690 -3.864979 1.823193 -0.4 -0.6 0.1 -0.07
H -5.780137 4.427048 -0.465953 0.1 -0.1 -0.2 0.11
C -0.024498 5.237229 -1.970354 0.4 0.6 -1.2 -0.70
C 3.457879 -0.381039 -2.580069 -1.3 -0.1 -0.2 -0.38
O -0.135733 0.371414 -0.060436 1.4 -7.0 2.8 -0.17
H -6.124218 0.389518 5.846293 0.2 0.4 0.0 0.09
C -5.249853 -1.118007 1.354644 -0.2 0.7 0.4 -0.03
H -1.295597 5.557003 -0.480519 0.0 -0.2 0.1 0.10
C 4.185090 0.473521 -1.514350 -1.0 -0.8 -0.9 -0.02
O -1.599878 0.822104 -2.425780 0.3 6.7 -2.3 -0.25
H -5.235160 -2.180198 1.604568 -0.1 0.1 0.5 0.08
```
Positions in Å, forces in eV/Å.

The spin multiplicity is 1.



No. 4
Density functional theory data (wB97M-V/def2-TZVPD) for a cluster of 2 separate species, C6H10O in total.

Geometry as XYZ:
```
17
Properties=species:S:1:pos:R:3:forces:R:3:lowdin_charge:R:1
H -1.791354 0.392854 -1.493437 0.1 0.0 0.1 0.12
H -0.523675 1.269107 2.539680 0.0 -0.1 -0.1 0.12
H -1.496185 -0.832676 -0.257245 0.0 0.1 -0.1 0.11
C 0.239132 -0.192904 -1.344301 0.1 -0.1 0.1 -0.21
H 1.702096 -1.535639 -2.082890 -0.1 0.1 0.2 0.06
O -1.313584 -0.523397 2.068345 0.2 0.5 -0.1 0.02
C -0.922112 0.580946 1.767506 -0.2 -0.2 0.1 -0.32
H 0.728659 0.669271 -1.802035 0.0 -0.1 0.1 0.11
C 0.797000 -1.399880 -1.495797 0.0 0.1 0.1 0.00
H 1.829297 -1.044498 1.447670 -0.1 0.1 -0.2 -0.04
C -1.009990 1.165861 0.374262 0.0 0.0 0.0 -0.19
C 1.792971 -0.024051 1.006077 0.1 -0.2 -0.2 0.21
H -1.896078 1.815968 0.360975 0.1 -0.1 0.1 0.12
H 0.311668 -2.299146 -1.121636 0.1 0.2 0.0 0.07
C -1.093196 0.082479 -0.704972 0.0 -0.1 0.0 -0.21
H -0.137108 1.809567 0.230041 -0.2 0.0 0.0 0.10
H 2.782460 0.066138 0.507759 -0.2 -0.1 0.0 -0.05
```
Positions in Å, forces in eV/Å.

The spin multiplicity is 1.



No. 5
Density functional theory data (wB97M-V/def2-TZVPD) for a cluster of 15 separate species, H30O15 in total.

Geometry as XYZ:
```
45
Properties=species:S:1:pos:R:3:forces:R:3:lowdin_charge:R:1
H -2.380622 -3.414667 0.370556 -0.7 -3.3 0.9 0.02
H 0.345378 -0.045667 -0.526444 0.4 -0.1 0.7 0.05
H -2.967622 0.274333 1.165556 -1.1 2.1 -1.5 -0.03
H 2.623378 -0.136667 -2.648444 0.4 0.4 1.2 0.13
H -2.177622 2.107333 0.884556 0.2 0.3 -0.1 0.08
H -0.135622 2.137333 -0.502444 0.6 -0.6 0.1 -0.03
H 1.115378 1.761333 -2.788444 -0.3 1.2 -0.8 0.00
H -0.862622 -0.511667 4.286556 -0.3 0.3 -0.4 0.08
H 2.823378 1.426333 -1.151444 0.2 -0.1 0.2 0.00
O -0.891622 -1.309667 3.751556 -0.7 -0.7 0.8 -0.02
H -2.702622 -2.019667 0.581556 -0.5 1.1 0.7 0.00
H 0.481378 1.037333 1.659556 -0.4 -1.4 -1.2 -0.07
H 0.106378 2.290333 2.387556 -0.5 0.7 0.2 0.01
H 0.265378 -2.959667 1.731556 0.8 0.1 0.6 0.00
O 0.343378 -3.357667 0.867556 0.2 -0.7 0.1 -0.04
H 0.613378 3.074333 -3.598444 -0.2 0.2 0.7 0.03
H 0.633378 -1.289667 3.273556 1.5 -0.2 -0.7 -0.01
O -2.729622 1.757333 0.176556 2.7 -0.6 -0.8 0.02
H 1.037378 3.089333 -1.027444 -0.6 -0.6 0.7 0.03
O 2.095378 -0.127667 -1.809444 1.2 0.8 -2.2 -0.08
H -3.219622 -0.525667 2.479556 -1.3 0.1 1.2 0.06
H 0.178378 -2.184667 -3.551444 -0.7 -1.6 -3.5 0.02
H 3.789378 2.613333 -0.701444 -1.0 -0.5 -0.3 0.08
O 0.119378 -0.072667 0.421556 0.3 0.1 -1.0 -0.02
H -1.281622 -1.167667 2.881556 0.0 0.6 0.2 0.02
H -1.763622 0.683333 -1.242444 -2.4 -0.2 2.9 -0.03
O 1.401378 -1.343667 2.640556 -0.1 -0.3 2.0 -0.08
H -0.816622 -0.197667 0.390556 -1.0 -0.5 0.3 0.01
H 2.605378 -1.285667 -0.624444 -0.2 0.5 -1.2 -0.05
H -0.515622 -3.173667 0.517556 -0.5 0.2 -0.8 -0.04
H 1.003378 -1.081667 1.830556 -0.1 0.2 -1.5 -0.05
O 0.836378 1.728333 2.173556 1.1 1.4 1.5 -0.02
O -2.674622 -0.378667 1.737556 2.2 -2.5 0.7 0.00
O 2.730378 -1.766667 0.169556 0.9 -0.3 1.7 -0.05
O 0.087378 3.018333 -0.779444 0.1 1.4 -0.6 -0.07
O -2.186622 -2.589667 0.039556 0.7 2.1 -1.8 0.00
H 3.058378 -1.083667 0.780556 -0.2 -0.6 0.0 0.05
H -0.406622 -1.148667 -2.587444 -1.4 0.6 -0.2 0.01
O 0.269378 -1.783667 -2.751444 1.6 1.0 3.5 0.04
H -3.594622 1.874333 0.442556 -3.0 0.8 0.7 0.04
H 1.356378 -0.535667 -2.264444 -1.3 -1.0 0.2 0.00
O -1.139622 0.640333 -1.899444 1.7 -0.2 -2.8 -0.01
O 2.917378 2.381333 -1.085444 0.8 0.9 0.3 -0.06
O 1.099378 2.256333 -3.640444 0.5 -1.4 -0.1 -0.07
H -1.488622 1.341333 -2.461444 0.6 0.1 -0.5 0.09
```
Positions in Å, forces in eV/Å.

The spin multiplicity is 1.



No. 6
Density functional theory data (wB97M-V/def2-TZVPD) for a cluster of 2 separate species, C12H19NO2 in total.

Geometry as XYZ:
```
34
Properties=species:S:1:pos:R:3:forces:R:3:lowdin_charge:R:1
O 0.634756 -0.272169 -2.285894 -2.5 2.6 0.7 -0.03
C -0.135355 -1.495333 2.488226 5.1 -1.1 2.4 -0.09
H 0.081169 1.468165 -4.287070 1.5 -1.8 -1.7 0.06
H -2.317690 -0.421729 3.098901 0.9 0.7 1.4 0.04
H -0.033589 3.622159 -0.542720 -2.0 -0.6 -1.5 0.13
H 2.493170 1.982140 -0.522114 -0.4 -0.8 0.4 0.10
H -1.576765 0.487956 -3.591156 1.6 0.3 -1.8 0.12
C 1.499952 -2.330224 0.950896 -0.7 -1.4 -1.2 -0.37
O 2.700157 -2.964599 0.884238 0.7 0.2 -2.2 0.05
H -1.665225 -1.854352 -0.455086 1.8 0.0 1.3 0.14
H 1.921919 0.226030 -0.452936 1.4 0.0 0.2 0.05
C -0.772859 2.869745 -1.075172 -0.1 1.8 0.5 -0.09
H -2.882248 -1.988957 2.736500 -1.0 0.0 -0.3 0.08
H 0.589776 -2.495003 -1.159526 0.4 -0.1 1.5 0.12
H -1.156221 2.190096 -3.779388 -0.3 -0.6 1.3 0.06
H -3.101237 -0.417782 1.650734 0.3 -1.7 0.3 0.10
C -0.677639 1.182311 -3.630832 -3.2 1.4 3.6 -0.01
C -0.064589 0.790163 -2.230632 3.8 -0.5 -0.3 -0.38
H -1.154050 3.194045 -2.092174 0.5 -0.1 1.5 0.08
H 2.412688 1.166692 1.091786 0.5 -0.5 -0.2 0.08
C -0.802597 -1.876458 0.329054 -1.7 -0.5 -1.5 -0.06
N 0.056491 1.710109 -1.165192 -1.8 -1.8 -0.5 -0.13
H 2.933093 -2.994142 -0.061936 0.2 -0.3 0.5 0.12
H -1.635786 2.688027 -0.348778 0.8 0.4 -1.0 0.11
H -0.018384 0.599976 0.819157 0.8 1.0 -1.5 0.14
C -2.459366 -1.092113 2.305100 -0.6 0.2 -2.5 -0.05
H 2.029992 -1.824682 2.946653 -0.8 -0.4 -0.6 0.13
C 0.529291 1.433240 0.229696 0.2 -3.0 -1.5 -0.22
H 0.351040 2.280966 0.768132 -0.5 2.4 1.3 0.06
H -0.341271 -1.268599 3.506804 0.1 0.4 0.8 0.10
C 2.004914 1.176252 0.080544 -0.4 0.1 0.3 -0.07
C -1.146862 -1.534067 1.662380 -1.6 0.8 -2.1 -0.33
C 0.478415 -2.315591 -0.055443 -1.0 0.7 -0.1 -0.01
C 1.224924 -1.922278 2.187249 -2.4 2.2 2.6 -0.01
```
Positions in Å, forces in eV/Å.

The spin multiplicity is 1. Its SMILES is CCN(C)C(C)=O.Cc1ccc(O)cc1.



Summary of energy in eV
-4159.639 -48067.412 -147044.631 -8426.147 -31198.467 -18334.053
(order as listed above)
Summary of relative energy (zero: lowest compared OMol25 entry of this formula, charge and spin) in kJ/mol
28.9 159.6 0.0 491.4 308.6 315.6
(order as listed above)
Summary of maximum force in hartree/bohr
0.0383 0.0872 0.2057 0.0100 0.0764 0.1127
(order as listed above)